# C6H13NO

A cluster of 2 separate species, C6H13NO in total in a non-equilibrium geometry (wB97M-V/def2-TZVPD, the Open Molecules 2025 dataset).

Geometry as XYZ:
```
21
Properties=species:S:1:pos:R:3:forces:R:3
C -0.359 3.679 0.253 -0.62 -0.31 0.50
C 0.561 2.490 0.261 -0.30 0.96 -0.65
C 0.101 1.285 0.547 0.30 -0.36 -0.03
N 0.786 0.071 0.557 0.08 -0.25 0.17
C 0.124 -1.003 -0.165 -0.27 -0.41 -0.36
C 0.511 -0.500 -2.541 -0.11 0.04 -0.80
C -0.371 -0.675 -1.580 0.48 -0.12 1.32
H -0.268 4.281 -0.647 0.29 0.17 0.01
H -1.415 3.378 0.292 0.20 -0.14 0.03
H -0.202 4.277 1.147 0.11 0.47 -0.08
H 1.557 2.733 -0.102 0.14 -0.58 0.24
H -0.955 1.198 0.809 0.09 -0.14 -0.08
H 1.795 0.090 0.488 -0.28 0.27 -0.27
H -0.688 -1.376 0.443 -0.55 0.08 0.18
H 0.757 -1.876 -0.254 0.59 0.01 0.16
H 1.572 -0.653 -2.394 0.07 0.06 0.30
H 0.250 -0.219 -3.549 -0.23 0.00 -0.13
H -1.447 -0.596 -1.666 0.01 0.23 -0.49
H -1.586 -5.169 2.010 0.09 0.34 0.10
H -1.432 -3.755 2.624 -0.12 -0.07 0.09
O -1.063 -4.356 1.973 0.04 -0.25 -0.20
```
Forces are in eV/Å.

***

9
Properties=species:S:1:pos:R:3:forces:R:3 method="wB97M-V/def2-TZVPD" total_charge=-2
C -0.794 -0.454 -0.099 1.11 -0.68 2.18
N -0.412 -1.028 1.027 0.10 -0.23 -1.11
O 0.210 1.927 0.372 -0.89 1.44 1.14
O 0.573 0.985 -1.982 0.02 -0.24 -0.83
O 1.917 0.219 0.038 -2.44 -0.97 1.80
P 0.438 0.772 -0.519 1.53 1.85 -2.30
S -2.257 -0.687 -0.876 -1.14 -0.38 -0.90
H 1.381 0.064 0.908 2.32 -0.45 -0.74
H -1.055 -1.798 1.131 -0.60 -0.35 0.74

***

# C5H5N

The molecule C5H5N in a non-equilibrium geometry (wB97M-V/def2-TZVPD, the Open Molecules 2025 dataset).

Geometry as XYZ:
```
11
Properties=species:S:1:pos:R:3:forces:R:3
C 0.433 -0.839 1.052 -5.42 1.48 -0.36
C -0.895 -0.881 0.559 0.64 1.87 -2.90
C -1.204 -0.033 -0.630 -0.48 -2.95 1.28
C 0.860 0.763 -0.510 -0.63 7.09 -6.16
C 1.114 0.267 0.623 5.03 -3.67 3.29
H 0.527 -1.153 2.014 1.05 -1.86 2.45
H -1.784 -1.389 0.846 0.07 -1.03 0.91
H -2.147 -0.196 -1.221 0.67 0.39 1.04
H 1.573 1.629 -0.852 -1.26 -1.91 0.07
H 2.186 0.386 0.817 -0.40 0.15 1.20
N -0.315 0.722 -1.167 0.72 0.44 -0.82
```
Forces are in eV/Å.

***

# H12O6

A cluster of 6 separate species, H12O6 in total (wB97M-V/def2-TZVPD, the Open Molecules 2025 dataset).

Geometry as XYZ:
```
18
Properties=species:S:1:pos:R:3:forces:R:3
H 0.758 -1.661 0.876 0.32 0.45 -0.10
H -0.005 -0.684 -0.003 -0.15 -0.31 -0.45
H 1.550 2.924 1.676 -0.08 -0.09 -0.04
H 1.885 2.863 0.195 0.05 0.03 -0.01
H 2.514 1.230 -0.863 0.10 -0.36 -0.01
H 3.766 1.002 -0.031 -0.08 -0.06 -0.10
H -3.442 0.087 -1.880 0.11 0.01 -0.23
H -4.778 0.352 -2.553 0.05 -0.04 -0.10
H -0.759 -3.649 2.354 0.05 -0.10 0.01
H 0.359 -3.143 1.458 -0.08 -0.52 -0.04
H -0.530 0.886 0.016 0.06 0.77 0.03
H -1.983 0.445 -0.034 0.00 0.12 0.03
O 0.836 -1.151 0.062 0.17 -0.28 0.39
O 1.329 2.452 0.866 -0.08 0.08 0.06
O 3.476 1.282 -0.907 -0.02 0.26 0.05
O -3.901 -0.011 -2.721 -0.15 0.05 0.23
O 0.146 -3.842 2.086 -0.08 0.25 0.05
O -1.221 0.616 -0.599 -0.19 -0.25 0.21
```
Forces are in eV/Å.

***

23
Properties=species:S:1:pos:R:3:forces:R:3 method="wB97M-V/def2-TZVPD" total_charge=-1
C 2.951 0.007 -0.162 0.64 -0.73 0.13
C 4.161 -0.539 0.081 -3.27 0.19 -1.06
C 2.177 1.145 -0.134 -1.96 1.02 0.67
C -0.097 -0.203 -0.327 0.15 -2.23 -1.69
C 2.992 -1.544 -0.009 0.16 2.48 0.37
C -0.691 -0.826 0.957 2.47 -1.03 -0.50
C -1.229 -0.019 -1.331 -0.31 -0.05 -1.30
C -0.031 2.030 0.653 -0.64 -1.48 -0.26
N 0.714 0.979 -0.185 -1.34 1.68 1.79
O 5.333 -0.461 0.179 3.73 -0.11 0.67
O 2.536 2.329 0.003 0.32 -0.76 -0.25
H 0.476 -1.056 -0.778 0.23 1.04 0.50
H 2.550 -1.878 0.900 -0.34 -0.98 0.51
H 2.809 -1.968 -0.949 -0.25 -1.53 -0.91
H 0.263 -0.852 1.548 -1.43 0.22 0.68
H -0.961 -1.895 0.809 0.06 0.69 -0.21
H -1.559 -0.306 1.295 -0.27 0.48 0.85
H -1.888 -0.879 -1.297 -0.11 -0.52 0.24
H -0.916 -0.024 -2.443 -0.30 0.85 1.80
H -1.884 0.794 -0.984 0.30 0.27 -0.74
H -0.673 2.691 0.097 -0.33 0.07 -0.96
H -0.761 1.640 1.468 1.67 0.12 -1.11
H 0.696 2.697 1.035 0.82 0.33 0.78

***

# C3H3N3O2

The molecule C3H3N3O2 in a non-equilibrium geometry (wB97M-V/def2-TZVPD, the Open Molecules 2025 dataset).

Geometry as XYZ:
```
11
Properties=species:S:1:pos:R:3:forces:R:3
C -1.209 0.021 0.031 0.62 0.31 0.48
C 0.865 1.357 0.166 -1.91 -0.50 -0.34
C 0.578 -1.387 -0.213 -0.10 -0.26 0.47
H -1.035 1.916 -0.559 -0.46 0.86 -0.26
H 1.017 2.303 0.639 0.13 0.61 0.00
H 0.442 -2.344 -0.750 -0.19 0.57 0.66
N -0.460 1.136 -0.367 1.92 -1.58 1.10
N 1.792 0.511 0.240 0.51 -1.30 -0.48
N 1.637 -0.739 -0.419 -0.35 1.16 0.38
O -2.381 -0.042 -0.120 -0.33 -0.37 0.10
O -0.446 -0.980 0.693 0.17 0.50 -2.12
```
Forces are in eV/Å.

***

# C6H11N

The molecule C6H11N in a non-equilibrium geometry (wB97M-V/def2-TZVPD, the Open Molecules 2025 dataset).

Geometry as XYZ:
```
18
Properties=species:S:1:pos:R:3:forces:R:3
C -2.138 0.151 -0.949 0.01 -0.56 -0.42
C -1.396 -0.843 -0.456 -0.15 -0.08 -0.33
C 0.124 -0.928 -0.578 -0.03 -0.05 -0.20
C 0.937 -0.317 0.649 0.00 0.03 0.08
C 2.286 0.265 0.240 -0.06 0.02 -0.04
C -0.142 0.626 1.073 -0.11 0.03 -0.22
N -0.355 1.773 0.576 0.08 -0.38 -0.04
H -1.384 1.848 0.524 0.38 0.82 0.68
H -1.695 0.929 -1.567 -0.01 -0.07 0.16
H -3.207 0.230 -0.769 0.13 -0.22 -0.10
H -0.970 0.023 1.460 0.06 0.37 0.56
H -1.888 -1.604 0.151 0.09 0.03 -0.10
H 0.423 -1.968 -0.741 0.04 0.13 0.00
H 0.418 -0.334 -1.450 0.00 -0.09 0.09
H 1.082 -1.090 1.416 -0.10 0.11 -0.15
H 2.926 -0.504 -0.210 -0.15 0.09 0.05
H 2.163 1.078 -0.482 -0.04 -0.10 0.11
H 2.815 0.665 1.113 -0.13 -0.06 -0.14
```
Forces are in eV/Å.

***

# C7H10N2

The molecule C7H10N2 in a non-equilibrium geometry (wB97M-V/def2-TZVPD, the Open Molecules 2025 dataset).

Geometry as XYZ:
```
19
Properties=species:S:1:pos:R:3:forces:R:3
C -0.311 1.150 2.298 -0.33 0.32 1.36
C -0.153 0.553 1.143 0.68 -0.45 -0.87
C 1.057 0.088 0.374 1.27 -0.19 0.22
C -0.296 0.481 -1.265 -0.83 0.99 -0.44
C 0.263 -0.856 -1.719 0.06 0.15 -1.47
C 0.508 -1.283 -0.294 0.52 0.21 0.66
C -1.093 0.114 0.042 -1.23 0.11 0.75
H 0.492 1.332 3.033 -0.33 -0.25 -0.63
H -1.313 1.428 2.628 0.22 0.15 -0.14
H 2.069 0.007 0.823 -0.78 0.25 -0.09
H 0.768 1.984 -0.291 0.12 -0.33 -0.41
H -0.914 1.065 -1.982 0.82 -0.17 0.39
H 1.123 -0.671 -2.403 -0.48 -0.29 0.75
H -0.488 -1.480 -2.221 0.31 -0.02 0.26
H 1.086 -2.167 -0.068 0.10 -0.17 -0.06
H -1.010 -1.621 1.100 0.10 -0.24 0.67
H -2.138 0.418 0.105 0.09 0.05 -0.06
N 0.963 1.083 -0.747 -0.22 -0.09 0.08
N -0.895 -1.339 0.148 -0.07 -0.06 -0.94
```
Forces are in eV/Å.

***

# C2H3BrO2

A cluster of 2 separate species, C2H3BrO2 in total in a non-equilibrium geometry (wB97M-V/def2-TZVPD, the Open Molecules 2025 dataset).

Geometry as XYZ:
```
8
Properties=species:S:1:pos:R:3:forces:R:3
C -0.768 -1.026 -0.052 -3.43 0.10 1.19
C 1.429 0.413 -0.417 -3.69 -0.47 1.84
O -1.202 0.117 -0.163 -0.60 -0.16 -0.36
O 0.426 -1.363 -0.003 3.91 1.07 -0.88
Br 2.658 0.647 0.919 -0.05 -0.11 0.00
H -1.521 -1.893 0.179 1.16 1.06 -0.57
H 1.816 0.200 -1.366 0.52 -0.66 -1.15
H 0.371 0.923 -0.336 2.18 -0.81 -0.07
```
Forces are in eV/Å.

***

# C4H8N2OS

A structure of composition C4H8N2OS in a non-equilibrium geometry (wB97M-V/def2-TZVPD, the Open Molecules 2025 dataset).

Geometry as XYZ:
```
16
Properties=species:S:1:pos:R:3:forces:R:3
C -0.599 2.443 -1.100 -2.94 1.95 0.01
C 1.326 -0.586 -0.138 4.98 1.73 2.69
C 0.404 -1.426 0.760 0.53 -1.66 -3.36
C -0.667 -1.039 -0.432 -1.28 -1.68 3.13
H 0.081 3.253 -0.502 -1.32 -2.23 -1.91
H -1.338 1.967 -0.317 1.51 0.80 -1.60
H -1.481 3.100 -1.944 3.06 -1.96 2.71
H 1.860 0.231 0.526 -1.80 -0.43 -1.47
H 2.322 -1.031 -0.525 -1.94 -0.10 0.17
H 0.834 -2.490 0.759 -0.99 1.35 -0.37
H -0.225 -2.266 2.382 0.02 4.62 -0.10
H -1.073 -0.557 2.071 3.92 -2.49 0.19
N 0.331 -0.307 -1.134 -2.38 1.09 -0.50
N -0.007 -1.131 2.110 -3.95 -2.05 0.49
O -1.871 -1.270 -0.315 2.57 1.52 -1.85
S 0.103 1.111 -2.202 0.02 -0.47 1.76
```
Forces are in eV/Å.

***

So what do the calculations give for gap between HOMO and LUMO? Going down the list: 8.6668; 5.9282; 10.4100; 11.4780; 6.8233; 11.1407; 10.3745; 9.8265; 8.8886; 9.7194 eV.
So what do the calculations give for ΔE to the lowest compared entry with this formula, charge and spin? Going down the list: 58.6; 49.7; 47.1; 43.4; 45.8; 61.2; 50.0; 53.9; 65.1; 110.7 kcal/mol.